This record from OMol25 describes a 9-piece molecular cluster, C50H121N7O4S2 overall in a non-equilibrium geometry. The level of theory is ωB97M-V/def2-TZVPD.

As for the SMILES: O=S1(=O)CCCC1.O=S1(=O)CCCC1.CCN(CC)CC.CCN(CC)CC.CCN(CC)CC.CCN(CC)CC.CCN(CC)CC.CCN(CC)CC.CCN(CC)CC. The energy above the lowest of the compared OMol25 structures with the same formula, charge and spin comes out at 0.0 kcal/mol. The value obtained for the calculated total energy is -3458.17681 a.u. Its frontier orbital gap is 8.360 eV. For the LUMO energy, the calculation gives 0.015 Ha. The value obtained for the max |F| is 2.02 eV/A.

Last column: Mulliken charge in e.
Atoms and positions in Å:
1 H 7.553 -2.441 -0.212  0.292
2 C -2.249 0.024 -0.512  0.923
3 C 4.189 3.544 -5.431  -0.712
4 C 1.747 6.071 1.579  -0.462
5 H 0.111 2.664 0.083  0.300
6 H 2.985 1.616 -2.970  -0.278
7 C 7.064 0.207 -0.763  -0.801
8 C -5.052 -0.446 -3.892  0.732
9 H 1.622 2.418 -5.407  0.246
10 N 2.567 -3.642 3.969  0.201
11 N -6.714 0.218 1.922  0.180
12 N -5.107 0.477 -5.013  0.001
13 C -1.917 0.736 -1.815  -0.553
14 H 3.315 5.217 -4.400  0.193
15 H -3.154 1.264 -4.646  0.003
16 C -0.561 -0.819 7.269  -0.931
17 H -1.728 -0.988 -3.129  -0.216
18 N -0.528 0.364 5.084  0.526
19 H 4.163 3.402 0.590  -0.083
20 H 4.340 3.293 -6.487  0.481
21 H -2.823 0.979 -2.373  0.085
22 C -0.436 0.510 6.530  -0.636
23 C 4.560 2.998 -2.554  -0.487
24 H 0.539 0.924 6.790  0.427
25 N 1.611 4.664 1.286  0.523
26 H 3.229 -2.880 5.858  0.349
27 H 5.129 -1.713 -0.387  0.280
28 S -3.305 -4.114 -2.297  1.397
29 C 2.856 -5.020 6.015  -1.537
30 C 7.551 -1.738 0.641  -0.011
31 C 1.615 -2.455 2.014  -0.585
32 H 4.411 0.745 1.296  0.254
33 O -3.501 -3.145 -1.247  -0.601
34 H 0.971 -1.598 1.818  -0.622
35 H 2.420 3.992 3.061  0.618
36 C 2.501 3.770 1.995  -0.351
37 H 5.167 3.847 -5.060  0.388
38 H -3.586 3.510 -5.548  0.465
39 H 1.202 7.486 3.110  0.429
40 H -4.739 -7.289 -1.380  0.412
41 H -3.819 2.305 -6.791  0.335
42 H -4.992 0.587 -7.099  0.491
43 H -7.043 -1.244 -4.020  0.389
44 H 0.095 -1.547 6.782  -0.008
45 N 6.704 -0.592 0.394  0.224
46 H -5.213 3.087 -6.011  0.331
47 H -5.226 0.707 0.591  0.280
48 N 3.676 2.338 -4.802  0.065
49 C -4.139 -6.381 -1.326  -0.521
50 H 3.301 -0.237 0.302  -0.261
51 H -2.782 -0.273 -6.648  0.249
52 H -2.625 0.717 0.245  0.558
53 C -1.503 -1.727 4.199  -1.010
54 C -0.960 -0.602 -0.022  0.033
55 H -0.702 -1.751 3.458  -0.084
56 H 7.143 -2.260 1.507  0.083
57 H -1.203 -5.094 -2.519  0.434
58 H -1.233 1.193 6.882  0.363
59 H -4.771 -0.604 1.550  0.223
60 H 0.430 2.206 4.923  0.530
61 H -8.604 1.958 3.153  0.303
62 H 3.936 -5.162 3.770  0.506
63 H -4.668 1.319 4.487  0.392
64 H 4.446 0.883 -0.442  -0.562
65 H -5.331 2.299 3.221  0.340
66 H -1.058 -1.419 0.689  0.649
67 C 9.005 -1.358 0.936  -1.424
68 C -0.377 1.673 4.419  -1.179
69 H -6.763 2.330 1.555  0.247
70 C -1.092 -0.244 -2.645  -0.267
71 H 2.572 -5.108 7.062  0.448
72 C -3.618 -0.958 -6.488  -0.647
73 H -4.036 -0.778 -3.610  -0.714
74 H 5.897 -3.846 3.073  0.376
75 H 5.005 -2.298 3.298  0.333
76 H -2.591 -7.164 -2.665  0.289
77 H -5.865 -2.182 -3.065  0.127
78 H 4.560 3.269 2.280  0.443
79 H 9.475 -0.938 0.043  0.339
80 H -1.069 1.281 2.418  -0.192
81 H -2.095 0.260 3.790  -0.531
82 C -6.111 -1.081 -0.138  -0.561
83 H 3.708 5.553 -6.055  0.423
84 C 3.971 3.851 1.565  -1.019
85 C -5.063 1.272 3.469  -0.580
86 H 4.327 4.881 1.576  0.344
87 H 1.260 0.112 -5.593  0.348
88 H 2.184 2.734 1.895  -0.263
89 H -7.023 0.607 3.964  0.388
90 C -2.011 -5.267 -1.812  -0.749
91 C 5.299 -0.967 0.416  0.357
92 H -1.397 1.690 -1.701  0.202
93 C 1.391 6.416 3.029  -1.301
94 H -5.236 -1.292 -0.756  -0.175
95 H -4.272 -5.984 -0.315  0.228
96 C -8.717 1.639 2.111  -1.440
97 H 9.570 -2.272 1.126  0.446
98 H 5.103 -1.550 1.319  -0.686
99 C -5.647 -0.228 1.021  -0.583
100 H -3.377 -1.549 -5.602  0.050
101 H -5.346 0.171 -3.029  0.426
102 C -2.695 -6.624 -1.719  -0.660
103 H 5.284 -3.363 4.627  0.357
104 H -1.630 -4.924 -0.850  0.257
105 H -5.777 -0.812 -6.505  0.383
106 H 1.824 2.208 -0.170  -0.446
107 C 3.370 2.549 -3.385  0.209
108 H 3.915 -5.284 5.943  0.291
109 H 1.573 -3.345 5.749  0.164
110 H -3.026 -0.718 -0.705  -1.088
111 H 2.239 4.577 -5.652  0.257
112 H -5.847 -2.268 -4.841  0.395
113 H 0.582 0.777 2.630  -0.149
114 H 7.501 0.073 -2.872  0.379
115 H 0.484 5.882 3.313  0.267
116 H 3.612 -4.367 2.286  0.391
117 H -2.373 -2.154 3.685  0.454
118 C 3.772 -4.168 3.350  -0.966
119 H -5.884 -0.716 3.556  0.378
120 H -4.436 2.040 -3.814  0.400
121 H 2.114 0.274 -4.042  -0.027
122 H -7.575 1.250 0.384  0.334
123 C -0.137 1.534 2.940  0.572
124 C 2.572 -3.657 5.423  -0.159
125 C 6.872 -0.446 -2.146  -0.920
126 H 2.524 3.255 -3.263  0.252
127 H -0.157 -0.696 8.276  0.464
128 H 0.875 2.812 -1.489  0.471
129 H 2.997 -0.298 -5.490  0.359
130 H 1.100 6.604 0.880  0.466
131 C 1.046 2.933 -0.414  0.154
132 H 2.768 6.444 1.380  0.305
133 S -0.055 -1.138 -1.481  0.636
134 H 2.328 4.622 -0.727  0.398
135 H 2.435 -2.466 1.295  0.365
136 H -5.592 -4.807 -1.994  0.431
137 C 2.153 -2.359 3.448  0.495
138 H 1.352 -1.963 4.076  -0.324
139 O 1.267 -0.573 -1.383  -0.375
140 O -0.245 -2.552 -1.679  -0.639
141 H -4.223 0.942 2.853  -0.085
142 H -9.297 2.423 1.621  0.438
143 H 9.075 -0.642 1.751  0.324
144 C 5.051 -3.353 3.553  -1.052
145 C -6.019 -1.616 -3.987  -1.358
146 H -6.445 -2.061 0.214  0.258
147 C 1.435 4.367 -0.115  -1.354
148 H -0.466 0.205 -3.416  0.595
149 H 2.937 -1.584 3.477  0.086
150 C -6.219 0.289 3.298  -0.740
151 C -4.217 2.670 -5.844  -1.632
152 H 2.827 1.809 -6.582  0.414
153 C -4.922 -0.160 -6.309  -0.881
154 H -2.175 -7.275 -1.014  0.338
155 H -4.720 -5.680 -3.284  0.390
156 H 0.103 2.507 2.502  -0.040
157 H 2.217 6.123 3.672  0.310
158 C -4.660 -5.292 -2.264  -0.886
159 H 2.306 -5.780 5.454  0.365
160 H 7.171 -1.495 -2.174  0.345
161 C 3.275 4.790 -5.408  -0.947
162 H -6.921 -0.617 -0.696  0.275
163 H -9.327 0.736 2.147  0.337
164 H 5.835 -0.390 -2.480  0.104
165 H 4.247 3.132 -1.518  -0.623
166 C 4.311 0.168 0.370  0.309
167 C -7.367 1.416 1.444  -0.159
168 O -3.079 -3.627 -3.636  -0.818
169 H 5.347 2.246 -2.621  0.173
170 H 0.682 5.034 -0.548  0.420
171 H 4.939 3.964 -2.888  0.589
172 C -1.763 -0.308 4.660  0.178
173 H 1.034 -3.370 1.899  0.484
174 H -1.302 2.249 4.601  0.249
175 C -4.208 1.590 -4.789  0.132
176 C 2.214 0.360 -5.121  -0.908
177 H -1.200 -2.435 4.971  0.325
178 H -1.562 -1.239 7.323  0.266
179 C 2.526 1.801 -5.534  -0.403
180 H -0.317 0.164 0.418  -0.665
181 H 8.088 0.568 -0.678  0.492
182 H -2.591 -0.260 5.378  0.394
183 H -3.703 -1.646 -7.327  0.386
184 H 6.453 1.110 -0.754  0.363

Atomic forces in eV per Å
H -0.124 -0.089 0.130
C -0.176 0.199 0.265
C -0.489 0.347 -1.187
C 0.255 0.190 0.088
H 0.103 -0.046 0.165
H 0.175 -0.027 0.003
C -0.141 0.107 -0.503
C -0.328 0.593 0.558
H 0.053 0.068 -0.049
N -0.039 -0.067 0.004
N 0.400 -0.845 0.565
N 0.156 0.070 -0.387
C -0.229 0.228 -0.766
H -0.285 0.040 -0.051
H -0.115 -0.178 -0.231
C 0.724 -0.075 -0.052
H 0.014 -0.104 0.155
N 0.139 0.172 0.198
H -0.160 0.155 -0.056
H 0.150 -0.079 0.084
H -0.020 -0.047 0.107
C -0.526 -0.344 0.061
C -0.249 0.086 -0.199
H -0.037 0.235 -0.149
N -0.920 -0.504 0.006
H 0.205 -0.193 -0.070
H -0.319 0.293 -0.130
S 0.096 0.343 -0.048
C 0.345 -0.432 -0.267
C 0.525 0.143 -0.061
C 0.351 -0.073 0.362
H -0.133 0.008 -0.019
O -0.164 0.188 0.283
H 0.105 0.060 -0.171
H 0.041 0.048 0.011
C 0.623 0.138 -0.047
H 0.031 -0.295 0.253
H 0.080 -0.109 0.142
H 0.151 0.028 0.164
H -0.008 0.020 -0.118
H -0.084 0.059 -0.034
H 0.011 0.138 0.118
H -0.031 -0.068 -0.028
H -0.095 -0.034 -0.010
N -0.109 0.513 0.558
H -0.064 -0.203 -0.036
H 0.103 -0.225 -0.187
N 0.016 0.272 0.591
C -0.928 0.245 0.090
H -0.039 0.088 -0.005
H 0.068 -0.124 -0.132
H -0.087 -0.003 -0.062
C -0.089 -0.645 -0.533
C 0.297 0.129 0.221
H 0.022 0.216 0.025
H -0.040 -0.072 -0.058
H -0.060 -0.452 -0.165
H 0.203 0.097 0.140
H -0.381 -0.679 0.176
H 0.126 -0.043 -0.119
H 0.050 0.017 -0.079
H 0.077 0.000 0.000
H -0.229 -0.212 0.088
H 0.018 -0.233 -0.196
H -0.037 -0.057 -0.215
H -0.091 -0.145 -0.160
C -0.224 -0.338 -0.672
C -0.313 -0.725 0.737
H 0.141 -0.077 -0.177
C 0.131 -0.030 -0.425
H -0.044 0.235 0.025
C -0.070 0.316 0.286
H 0.002 -0.195 -0.478
H -0.032 0.179 -0.230
H -0.105 -0.050 -0.393
H -0.434 0.184 -0.133
H -0.250 -0.208 -0.106
H 0.123 0.131 -0.027
H -0.026 0.192 0.091
H 0.011 -0.163 0.149
H -0.346 -0.200 0.007
C 0.489 -0.799 0.540
H -0.239 -0.033 -0.233
C 0.013 -0.262 0.437
C 0.541 -0.046 0.236
H 0.127 -0.019 -0.060
H 0.042 -0.350 0.092
H -0.220 0.057 -0.095
H -0.122 -0.355 -0.020
C 0.129 0.597 0.195
C 0.212 -0.981 -0.589
H 0.188 -0.155 0.342
C 0.008 -0.179 -0.634
H -0.242 0.131 -0.339
H 0.468 -0.220 0.132
C -0.157 0.203 0.681
H 0.006 0.096 0.369
H 0.166 0.170 0.129
C -0.005 1.910 -0.670
H -0.099 -0.077 -0.031
H -0.098 -0.206 0.042
C 0.972 -0.494 0.033
H 0.051 0.018 -0.077
H -0.217 0.054 0.053
H 0.046 -0.041 0.221
H -0.056 -0.003 0.150
C -0.485 -0.120 -0.003
H -0.020 0.024 0.071
H -0.033 -0.072 -0.169
H 0.129 -0.142 0.071
H -0.023 0.057 -0.221
H 0.125 -0.018 0.042
H 0.310 0.096 0.367
H -0.137 0.048 -0.076
H 0.015 -0.020 0.108
H -0.246 0.314 0.000
H -0.103 0.082 0.209
C 0.244 -0.196 -0.158
H -0.135 -0.007 0.246
H -0.326 -0.064 -0.102
H -0.049 -0.224 -0.012
H 0.255 0.195 -0.055
C -0.756 0.499 -0.914
C -0.325 0.480 0.413
C 0.144 -0.035 0.063
H 0.185 0.113 -0.056
H -0.281 -0.016 0.097
H 0.020 0.112 0.037
H -0.040 -0.153 0.154
H -0.107 0.011 0.102
C -0.115 -0.175 -0.336
H -0.046 0.004 -0.078
S -0.826 0.208 0.655
H 0.116 -0.181 0.222
H -0.136 0.025 -0.166
H 0.060 0.112 0.151
C -0.471 0.371 -0.445
H 0.049 -0.157 0.155
O 0.284 -0.039 -0.402
O 0.288 -0.319 -0.160
H 0.025 0.315 -0.076
H 0.120 -0.006 -0.131
H 0.082 -0.071 0.110
C 0.140 -0.351 1.067
C 0.305 0.217 0.363
H -0.182 0.100 0.036
C 0.468 0.310 -0.809
H 0.087 0.087 0.124
H 0.100 -0.111 0.086
C -0.008 0.627 -0.137
C -0.045 0.297 -0.318
H -0.293 0.054 -0.107
C -0.027 -0.520 -0.358
H -0.074 0.195 0.183
H -0.124 0.092 -0.005
H 0.315 -0.057 0.107
H -0.121 0.135 0.284
C 0.421 -0.476 -0.600
H -0.061 0.029 0.053
H 0.015 0.013 0.102
C 0.750 -0.087 0.932
H 0.084 0.077 -0.131
H 0.133 -0.095 -0.237
H 0.000 -0.015 -0.017
H 0.068 -0.151 0.002
C -0.112 0.371 0.359
C -0.828 -0.183 -0.162
O -0.074 -0.091 -0.060
H 0.115 0.106 0.089
H -0.200 -0.027 0.363
H 0.129 -0.051 -0.006
C 0.382 0.191 -0.627
H -0.052 0.027 -0.021
H 0.150 0.243 -0.153
C 0.672 0.179 0.633
C -0.170 0.656 -0.468
H -0.107 0.205 0.220
H -0.090 0.125 -0.038
C 0.567 -0.287 0.439
H -0.008 -0.019 0.023
H 0.054 -0.200 0.210
H 0.223 0.093 0.252
H 0.097 0.088 -0.104
H 0.055 0.057 0.135